(1)
This record from OMol25 describes C47H45KN3O5P as an isolated structure. The level of theory is ωB97M-V/def2-TZVPD.

Output
E_tot: -89796.8351 eV
HOMO energy: -1.78 eV
charge: -2
relative energy (zero: lowest compared OMol25 entry of this formula, charge and spin): 0.0 kJ/mol

Geometry as XYZ:
```
102
Properties=species:S:1:pos:R:3:forces:R:3:lowdin_charge:R:1
K 1.54806 0.90232 -1.08427 -0.084 0.433 -0.444 0.819
C 0.76568 4.05897 -2.97130 -0.014 -0.001 0.002 -0.093
C 0.76328 3.16387 -4.03327 -0.006 -0.001 0.002 -0.100
C 1.88302 2.38446 -4.28887 -0.028 -0.012 0.011 -0.113
C 3.01064 2.51132 -3.48994 0.059 0.063 -0.027 -0.114
C 3.02647 3.42337 -2.44187 -0.027 -0.036 0.062 -0.115
C 1.89849 4.19080 -2.17720 -0.014 -0.017 0.033 -0.089
H -0.13492 4.61310 -2.73366 -0.003 0.004 0.008 0.095
H -0.13574 3.03352 -4.62243 -0.002 -0.006 0.000 0.094
H 1.84798 1.62597 -5.05972 0.009 0.012 -0.011 0.098
H 3.85943 1.85476 -3.63762 0.010 0.025 -0.026 0.108
H 3.87598 3.45576 -1.77352 -0.004 -0.002 0.003 0.096
H 1.88089 4.84082 -1.31136 0.000 0.001 -0.007 0.106
C -3.70456 4.32855 4.21244 -0.028 0.003 0.005 -0.130
C -4.17797 3.55458 3.16293 -0.016 -0.005 0.011 -0.113
C -3.29901 3.06675 2.20355 0.002 -0.020 -0.039 -0.103
C -1.93590 3.34018 2.26873 0.093 0.090 0.046 -0.324
C -1.46941 4.11013 3.33690 -0.073 0.093 0.052 -0.093
C -2.34493 4.60152 4.29557 0.031 -0.017 -0.041 -0.105
P -0.68798 2.78568 1.01754 -0.195 -0.213 -0.297 1.122
C -1.85897 2.77827 -0.51158 0.004 0.190 0.173 -0.351
C -2.52859 3.98018 -0.79123 -0.014 0.028 0.015 -0.137
C -3.13477 4.22851 -2.01088 -0.003 -0.013 -0.054 -0.122
C -3.07633 3.28065 -3.03042 -0.003 0.027 0.018 -0.130
C -2.40484 2.09274 -2.79317 0.015 -0.020 0.047 -0.106
C -1.81532 1.84902 -1.55567 0.026 -0.124 -0.025 -0.116
C -0.69405 0.95433 1.32382 -0.006 0.072 0.101 -0.278
C -1.73105 0.08105 1.02184 -0.051 -0.038 -0.012 -0.090
C -1.66552 -1.25810 1.39418 0.028 -0.005 -0.005 -0.093
C -0.55036 -1.73412 2.06572 0.009 0.001 0.005 -0.087
C 0.49104 -0.86673 2.37702 0.020 -0.040 0.007 -0.030
C 0.41714 0.46937 2.01835 0.062 0.081 0.068 -0.139
H -4.38831 4.71275 4.96137 -0.005 -0.007 0.005 0.083
H -5.23481 3.32339 3.08662 -0.005 0.008 0.013 0.087
H -3.68598 2.47049 1.38611 0.006 -0.013 -0.010 0.096
H -0.40465 4.28726 3.41377 -0.057 0.016 -0.009 0.087
H -1.95699 5.19544 5.11586 -0.021 0.003 0.006 0.089
H -2.56285 4.75245 -0.02718 0.001 -0.025 0.002 0.097
H -3.64636 5.17173 -2.17404 -0.004 -0.005 -0.005 0.087
H -3.53898 3.47169 -3.99205 0.000 0.009 0.005 0.085
H -2.31936 1.33943 -3.56871 -0.012 0.011 -0.006 0.102
H -1.32136 0.88933 -1.43057 0.050 0.086 0.058 0.083
H -2.61098 0.44242 0.50259 -0.003 0.000 0.011 0.093
H -2.48696 -1.92743 1.16843 -0.018 -0.012 -0.020 0.084
H -0.49924 -2.77827 2.35559 0.008 -0.009 -0.004 0.094
H 1.35514 -1.22013 2.92765 -0.014 -0.010 0.002 0.101
C -4.86133 -5.11504 0.49989 -0.027 -0.007 -0.018 -0.060
C -3.36057 -5.23774 0.44898 0.001 0.034 0.019 -0.238
C -2.72341 -6.16646 1.26406 -0.007 -0.013 0.003 -0.073
C -1.34100 -6.27657 1.26594 0.000 0.011 0.010 -0.099
C -0.59291 -5.48006 0.41907 -0.003 0.024 -0.017 -0.025
C -1.21255 -4.55025 -0.41485 0.101 0.002 -0.043 -0.217
N -0.39702 -3.75750 -1.24290 -0.190 -0.068 0.047 0.099
C -0.59687 -3.60473 -2.59761 0.076 -0.050 0.023 -0.209
C -1.27930 -4.58157 -3.33824 -0.031 0.003 -0.002 -0.049
C -1.44912 -4.44717 -4.70444 0.006 -0.029 -0.011 -0.117
C -0.93979 -3.34226 -5.37487 0.009 0.020 0.017 -0.118
C -0.26348 -2.37643 -4.64296 -0.023 0.058 0.034 -0.037
C -0.07925 -2.47920 -3.27076 0.006 0.007 -0.013 -0.057
C 0.66565 -1.35925 -2.55035 -0.113 -0.276 -0.176 -0.643
O 1.01954 -1.57395 -1.35660 -0.079 -0.228 -0.051 -0.112
O 0.86927 -0.30845 -3.19192 -0.136 -0.269 -0.373 -0.110
C -2.60728 -4.39888 -0.38267 -0.022 -0.012 0.054 -0.176
C -3.27764 -3.31399 -1.17728 -0.010 0.047 -0.036 -0.035
H -5.29003 -5.91263 1.10728 0.000 0.000 -0.001 0.067
H -5.30275 -5.16949 -0.49759 0.003 -0.001 0.002 0.079
H -5.17285 -4.16123 0.93307 0.018 0.001 0.005 0.079
H -3.32106 -6.79694 1.91339 0.008 -0.005 0.001 0.096
H -0.84943 -6.98943 1.91692 -0.008 -0.003 -0.001 0.093
H 0.48613 -5.55718 0.37724 -0.002 -0.011 0.014 0.113
H 0.19769 -3.02317 -0.84137 0.051 0.080 -0.028 0.109
H -1.66842 -5.45216 -2.82300 0.002 0.001 -0.009 0.109
H -1.97959 -5.22114 -5.24908 0.000 0.006 -0.005 0.089
H -1.07014 -3.23253 -6.44445 -0.006 -0.008 0.001 0.083
H 0.13343 -1.48430 -5.11144 0.004 -0.019 -0.021 0.108
H -3.61947 -3.66946 -2.15357 -0.002 -0.018 0.006 0.087
H -2.58849 -2.49028 -1.35944 0.000 -0.015 0.002 0.084
H -4.14103 -2.91657 -0.64304 0.000 -0.004 -0.001 0.072
C 5.04882 -1.70174 2.67537 0.029 -0.036 0.031 -0.096
C 4.25985 -0.81402 1.72015 -0.009 0.024 -0.061 -0.164
C 4.24550 0.69823 2.04748 -0.014 -0.041 0.087 -0.299
C 5.66721 1.26865 2.03085 -0.011 -0.034 -0.034 -0.199
C 5.69659 2.78288 2.19412 0.037 0.053 0.005 -0.084
C 3.63861 0.89918 3.43091 0.015 0.015 0.002 -0.440
O 4.32105 0.80599 4.45688 -0.006 -0.006 -0.007 0.003
N 2.31910 1.13065 3.47450 0.051 -0.027 0.046 0.199
C 1.45175 1.56149 2.35745 -0.033 0.123 -0.084 -0.635
O 0.71794 2.63108 2.75662 0.224 -0.210 -0.136 -0.265
N 2.19849 1.79116 1.14056 0.175 0.189 0.568 0.062
C 3.40768 1.35868 0.93052 0.105 0.076 0.193 -0.557
O 3.96221 1.40626 -0.21436 0.128 0.011 0.216 -0.133
H 4.93077 -2.75129 2.39196 0.002 0.002 -0.001 0.063
H 4.71569 -1.58162 3.70715 -0.016 0.006 -0.011 0.066
H 6.11618 -1.47184 2.65088 -0.007 0.013 -0.003 0.064
H 3.22543 -1.16490 1.66297 0.002 0.000 0.014 0.106
H 4.66049 -0.89681 0.70685 0.005 -0.005 0.005 0.118
H 6.11012 0.99271 1.07157 0.007 0.012 0.003 0.113
H 6.24253 0.80295 2.83252 -0.007 0.003 0.007 0.100
H 5.15739 3.26738 1.37849 -0.015 -0.012 0.006 0.072
H 6.72472 3.15731 2.19222 -0.004 -0.008 -0.005 0.061
H 5.23599 3.08210 3.13784 -0.008 -0.010 -0.002 0.075
H 1.94281 1.35939 4.38307 -0.004 0.001 0.000 0.146
```
Forces are in eV/Å.

=====

(2)
This record from OMol25 describes C47H46Br2Cl8InN7OSi2 as an isolated structure. The level of theory is ωB97M-V/def2-TZVPD.

Output
E_tot: -323165.9694 eV
HOMO energy: -2.06 eV
charge: -2

Geometry as XYZ:
```
114
Properties=species:S:1:pos:R:3:forces:R:3:nbo_charge:R:1
In 0.66714 0.21025 0.29954 0.003 0.558 0.093 1.408
Br -2.33228 5.05388 -4.83215 0.007 -0.002 0.039 0.040
C -1.62231 3.73785 -3.66241 0.082 0.052 -0.171 -0.029
C -2.46564 2.99759 -2.86611 -0.046 -0.017 0.079 -0.275
C -1.87375 2.05489 -2.03697 -0.033 -0.029 0.075 0.111
N -0.56526 1.84652 -1.99277 -0.011 0.013 0.232 -0.442
C 0.22781 2.52620 -2.80889 -0.119 0.027 -0.003 0.251
C -0.25857 3.51128 -3.65935 0.041 0.109 -0.098 -0.294
C 1.65222 2.09789 -2.81581 0.146 -0.142 0.067 0.159
C 2.57231 2.62640 -3.70554 -0.009 0.065 -0.073 -0.232
C 3.86686 2.14079 -3.66700 0.037 0.078 -0.156 -0.026
Br 5.15613 2.87785 -4.84497 -0.009 -0.013 0.023 0.049
C 4.21701 1.12269 -2.81518 0.011 -0.061 0.039 -0.282
C 3.21615 0.62585 -1.99040 -0.193 0.027 -0.117 0.115
N 1.98052 1.11204 -1.97301 0.029 -0.029 0.409 -0.471
H -3.53733 3.13705 -2.87286 0.044 -0.004 0.015 0.238
H -2.47537 1.43359 -1.38795 -0.018 -0.026 0.039 0.248
H 0.39103 4.08122 -4.30786 -0.058 -0.018 0.021 0.223
H 2.29886 3.38726 -4.42040 0.034 0.020 0.054 0.220
H 5.22077 0.72526 -2.77857 -0.042 -0.028 0.012 0.240
H 3.38793 -0.22168 -1.34025 0.014 0.015 -0.055 0.236
Cl 0.97481 -2.68293 1.43083 0.350 -0.101 0.058 0.121
C 2.54800 -1.99855 1.56096 0.281 0.000 -0.131 -0.105
C 2.78983 -0.72520 1.03329 -0.971 -0.117 0.019 -0.408
C 4.09496 -0.25718 1.16280 -0.070 -0.103 0.029 -0.009
Cl 4.57230 1.28778 0.55529 -0.008 0.076 0.052 0.057
C 5.09684 -0.99672 1.80599 -0.027 -0.116 -0.096 -0.133
Cl 6.68905 -0.35223 1.99792 0.021 -0.019 -0.029 0.026
C 4.81406 -2.25828 2.31153 0.037 0.074 -0.021 -0.084
Cl 6.04448 -3.18843 3.08680 -0.001 0.007 0.016 0.026
C 3.52922 -2.76931 2.17915 -0.079 -0.074 -0.004 -0.087
Cl 3.16703 -4.34987 2.77079 0.027 0.025 0.031 0.040
C -5.35603 -2.33496 -3.43583 0.079 0.035 0.001 -0.622
C -3.98398 -1.79935 -3.09770 0.032 -0.020 0.084 0.014
C -3.12537 -1.38189 -4.10259 -0.025 0.023 -0.081 -0.322
C -1.84589 -0.93691 -3.75899 0.025 0.015 0.093 -0.004
C -0.88663 -0.53811 -4.85640 -0.101 -0.041 0.066 -0.609
C -1.46251 -0.89097 -2.43389 -0.045 -0.199 0.154 -0.307
C -2.32925 -1.22693 -1.34881 -0.138 -0.026 0.058 0.298
C -3.59590 -1.73811 -1.76402 0.073 0.090 -0.018 -0.358
N -1.93684 -0.97688 -0.06523 0.841 0.099 -0.267 -0.715
C -2.61949 -1.62965 1.06318 -0.138 0.109 -0.200 0.150
C -4.04587 -1.06969 1.31756 0.022 -0.168 0.079 -0.434
C -4.69125 -1.74130 2.53816 0.016 0.005 -0.052 -0.204
C -3.86773 -1.41621 3.78526 -0.033 -0.021 -0.051 -0.403
C -2.44725 -1.94520 3.58654 0.026 0.001 0.046 -0.211
C -2.48726 -3.46618 3.40898 -0.045 0.033 -0.069 -0.402
C -3.31761 -3.80200 2.16565 0.020 0.012 -0.045 -0.205
C -4.74202 -3.25983 2.33437 0.050 0.041 0.012 -0.402
C -2.66884 -3.16653 0.92713 0.079 0.057 0.192 -0.437
C -1.83007 -1.30856 2.33959 -0.318 0.066 -0.101 -0.439
H -5.56427 -2.23351 -4.50353 -0.003 -0.009 0.051 0.198
H -6.13217 -1.80166 -2.88145 -0.013 -0.019 -0.016 0.202
H -5.43148 -3.39315 -3.17315 -0.023 0.003 -0.015 0.208
H -3.43062 -1.42747 -5.14507 0.018 0.008 0.050 0.184
H -1.41094 -0.00864 -5.65723 0.030 -0.023 0.036 0.201
H -0.41658 -1.42532 -5.29161 -0.003 0.077 -0.030 0.213
H -0.09992 0.11391 -4.47110 -0.027 0.018 -0.056 0.188
H -0.44876 -0.60628 -2.17871 -0.162 0.067 -0.088 0.202
H -4.32434 -2.05399 -1.03430 0.073 -0.068 -0.086 0.190
H -4.69005 -1.20319 0.45139 -0.029 0.047 0.079 0.202
H -3.96431 0.00266 1.48681 -0.011 -0.042 -0.002 0.226
H -5.70841 -1.35339 2.65949 -0.030 0.010 0.008 0.192
H -4.32181 -1.87540 4.67266 0.005 0.023 0.007 0.184
H -3.84503 -0.33179 3.93736 0.010 -0.030 0.028 0.211
H -1.83929 -1.69077 4.46090 0.052 0.018 -0.022 0.205
H -2.92423 -3.93926 4.29796 0.026 0.006 -0.013 0.186
H -1.47132 -3.85633 3.28539 -0.024 -0.003 0.034 0.211
H -3.35484 -4.88764 2.03228 0.019 -0.022 -0.004 0.200
H -5.23044 -3.73685 3.19454 0.017 0.002 -0.030 0.186
H -5.33627 -3.49864 1.44377 0.013 0.006 0.030 0.196
H -3.21990 -3.46259 0.03520 0.027 -0.021 -0.047 0.213
H -1.64472 -3.53714 0.80399 -0.081 -0.025 -0.049 0.228
H -0.81771 -1.66603 2.21570 -0.108 0.118 0.138 0.224
H -1.79475 -0.22445 2.45905 -0.051 -0.163 0.033 0.220
C 1.15276 0.24197 3.78665 0.200 -0.058 -0.093 -1.132
Si 2.11327 1.82597 3.38607 -0.269 0.093 0.598 1.901
C 3.84044 1.42021 4.07968 0.242 0.022 -0.311 -1.142
C 1.54758 3.25122 4.50372 -0.008 0.050 -0.032 -1.148
N 1.84228 2.25389 1.75694 0.147 -0.216 -0.664 -1.247
C 2.44711 3.32736 1.15599 -0.064 0.063 0.303 0.196
C 3.53711 4.04344 1.72201 -0.098 0.026 0.003 -0.295
C 4.15837 5.09351 1.06355 -0.067 -0.014 0.010 -0.213
C 3.71982 5.52166 -0.18484 -0.023 -0.001 0.015 -0.300
C 2.62859 4.86532 -0.74952 0.035 -0.058 -0.004 -0.235
C 2.01835 3.80556 -0.10428 0.300 -0.115 0.029 -0.218
H 0.57601 0.35218 4.70928 0.006 -0.014 -0.090 0.238
H 1.84550 -0.59812 3.91575 -0.067 0.067 -0.026 0.224
H 0.44700 -0.03120 2.99527 -0.001 -0.013 0.233 0.219
H 3.76955 1.30512 5.16791 -0.091 0.020 -0.068 0.223
H 4.58949 2.19331 3.87331 -0.056 -0.132 0.078 0.221
H 4.22228 0.47657 3.67571 -0.031 0.126 0.118 0.218
H 1.49970 2.95174 5.55850 0.023 0.027 -0.092 0.213
H 0.56175 3.61041 4.19652 0.145 -0.013 0.069 0.244
H 2.24836 4.09040 4.41379 -0.057 -0.084 0.064 0.222
H 3.90315 3.74051 2.69779 0.030 0.069 -0.148 0.200
H 5.00643 5.58623 1.53028 -0.035 -0.023 0.030 0.190
H 4.20741 6.34195 -0.69815 -0.017 -0.014 0.008 0.190
H 2.24810 5.19586 -1.71278 -0.018 -0.056 0.001 0.189
H 1.17540 3.30571 -0.54981 -0.126 -0.005 -0.088 0.190
N 1.84247 -1.66765 -3.53834 0.047 -0.111 0.152 -0.837
C 1.40841 -2.31646 -2.39419 0.071 -0.349 0.060 0.699
O 1.39795 -1.71657 -1.29727 -0.089 0.240 -0.169 -0.746
C 1.06381 -3.69197 -2.53798 -0.040 -0.199 -0.010 -0.581
C 1.10262 -4.31013 -3.81187 -0.070 0.082 0.108 0.335
N 1.14043 -4.76481 -4.87770 0.050 0.067 0.082 -0.462
C 0.62452 -4.46770 -1.43210 -0.030 0.076 -0.084 0.345
N 0.25342 -5.13031 -0.55936 0.085 0.062 -0.156 -0.432
H 1.70234 -0.67349 -3.52836 -0.012 0.042 0.018 0.386
H 1.63840 -2.11859 -4.41628 -0.027 0.013 0.007 0.396
Cl -3.34843 2.37104 0.95098 0.030 -0.118 -0.101 -0.467
Si -1.28359 2.12310 1.44370 0.548 -0.229 -0.450 0.903
Cl -1.48436 2.00975 3.52440 -0.166 0.092 0.222 -0.443
Cl -0.74663 4.11543 1.16530 -0.112 0.249 -0.010 -0.434
```
Forces are in eV/Å.